ORCA calculation (ωB97M-V with the def2-TZVPD basis set) on C4H3FOS2 in the gas phase in a non-equilibrium geometry.

Calculated values
SMILES: C=C(F)C(=S)C(O)=S
LUMO energy, eV: -2.236
2S+1: 1
Relative energy (zero: lowest compared OMol25 entry of this formula, charge and spin), eV: 0.394
Largest force on an atom, eV Å⁻¹: 3.3
Orbital gap, eV: 6.9
Total energy, eV: -30630.044

The geometry in XYZ format:
```
11
Properties=species:S:1:pos:R:3:forces:R:3
C 0.725 1.812 0.314 1.167 -1.046 -1.345
C 1.042 0.529 -0.113 -0.325 2.994 1.298
F 2.332 0.324 -0.450 -0.370 -0.115 -0.157
C 0.230 -0.700 -0.119 0.409 -0.412 0.098
S 0.968 -2.142 -0.303 0.003 0.062 0.038
C -1.268 -0.707 -0.035 -1.228 0.375 -0.827
O -1.866 -1.884 0.237 0.768 0.871 -0.175
S -2.159 0.592 -0.539 0.398 -0.973 0.604
H -0.270 2.083 0.632 0.063 -0.295 -0.029
H 1.453 2.692 0.200 -0.863 -1.827 0.316
H -1.186 -2.599 0.177 -0.021 0.366 0.178
```
Forces are in eV/Å.

What are the natural (NBO) partial charges on each atom? They are as follows, in elementary charge units: -0.35 0.31 -0.32 -0.26 0.12 0.17 -0.64 0.01 0.23 0.23 0.49

ORCA calculation (ωB97M-V with the def2-TZVPD basis set) on a molecular structure, C27H51Br22F2N2O6S2 in a non-equilibrium geometry.

Calculated values
LUMO energy, eV: 1.575
2S+1: 1
Largest force on an atom, eV Å⁻¹: 6.7
Orbital gap, eV: 6.6
Net charge: -1
Total energy, eV: -1612129.112

The geometry in XYZ format:
```
112
Properties=species:S:1:pos:R:3:forces:R:3
O 5.427 -0.680 -0.432 -4.636 -0.226 -4.253
C 4.442 -0.597 -1.217 4.130 -0.495 3.443
F 4.135 -1.699 -2.060 0.204 2.995 1.542
N 3.663 0.657 -1.164 -1.697 -2.423 -0.738
C 2.226 0.429 -0.932 -1.781 -3.194 -1.930
O 1.597 -0.637 -1.123 3.037 4.041 1.278
S 1.257 1.944 -0.334 -0.489 4.583 2.578
O 1.928 3.226 -0.770 -1.375 -3.747 -0.234
O 1.386 1.896 1.208 -3.343 -2.529 -5.224
N -0.403 1.850 -0.736 2.509 -0.393 -1.678
S -0.612 2.011 -2.437 1.989 1.395 -2.790
O -0.701 3.435 -2.933 -0.634 -2.726 1.865
O 0.441 1.291 -3.263 -1.921 0.700 2.186
C -2.250 1.174 -2.875 -0.163 -0.424 0.990
C -3.330 1.227 -1.681 -0.482 -0.428 -0.706
C -3.520 -0.155 -0.894 -1.013 0.622 0.340
F -3.502 -1.313 -1.771 0.108 1.615 1.031
H 3.850 1.281 -1.964 -0.265 -0.127 0.672
H -1.965 0.090 -3.171 -0.483 1.871 0.629
H -2.647 1.724 -3.806 1.084 -0.641 2.172
H -3.110 2.055 -0.923 -0.153 -1.229 -1.031
H -4.344 1.498 -2.179 1.625 -0.509 0.882
H -4.579 -0.126 -0.424 1.638 -0.177 -0.779
H -2.785 -0.318 -0.044 -0.700 0.143 -1.523
Br 6.491 1.333 2.401 -0.009 -0.036 -0.030
C 5.913 3.111 1.844 0.234 0.272 0.181
C 4.764 3.601 2.688 -0.523 -0.089 0.338
Br 3.086 2.746 2.165 4.301 1.605 -2.717
H 5.672 3.049 0.781 -0.106 -0.064 0.204
H 6.790 3.748 1.976 -0.044 -0.104 -0.021
H 4.600 4.669 2.532 0.177 -0.058 -0.015
H 4.903 3.411 3.755 0.285 0.134 -0.086
Br -0.746 -1.244 1.177 0.248 -0.325 0.266
C -0.215 -3.073 1.589 -0.140 0.252 -0.300
C -1.413 -3.922 1.941 0.134 -0.277 0.042
Br -2.035 -3.552 3.753 -0.151 0.034 0.025
H 0.526 -3.018 2.388 -0.170 -0.100 -0.106
H 0.264 -3.442 0.681 -0.069 -0.041 0.136
H -1.148 -4.981 1.943 -0.030 0.228 0.006
H -2.263 -3.767 1.275 0.172 0.101 0.097
Br -2.861 1.286 -5.982 -0.057 0.043 -0.961
C -1.839 1.778 -7.567 -0.137 -0.273 -0.093
C -0.373 1.931 -7.246 0.188 0.285 -0.054
Br -0.021 3.616 -6.334 -0.009 -0.171 -0.013
H -2.291 2.686 -7.968 0.142 -0.099 0.088
H -1.996 0.958 -8.271 0.065 0.089 0.064
H 0.219 1.975 -8.162 -0.147 -0.045 0.040
H 0.015 1.136 -6.607 -0.157 0.127 -0.011
Br 1.161 -6.254 1.165 0.093 -0.107 -0.042
C 2.030 -5.764 -0.509 0.072 -0.257 -0.065
C 3.504 -5.516 -0.303 0.125 0.304 -0.030
Br 3.818 -3.780 0.526 -0.011 -0.182 0.123
H 1.496 -4.900 -0.905 0.191 -0.114 0.071
H 1.872 -6.617 -1.172 0.006 0.117 0.068
H 4.024 -5.472 -1.262 -0.142 -0.017 0.055
H 3.983 -6.263 0.331 -0.166 0.075 -0.090
Br 1.704 -3.907 5.080 0.117 -0.092 0.128
C 0.819 -4.726 6.611 -0.104 0.010 -0.343
C 0.279 -3.681 7.556 -0.011 -0.059 0.229
Br 1.703 -2.896 8.631 -0.065 0.063 -0.046
H 1.543 -5.395 7.077 -0.111 0.185 0.008
H 0.005 -5.317 6.186 0.019 0.128 0.071
H -0.406 -4.131 8.277 0.084 -0.001 -0.102
H -0.226 -2.859 7.047 0.127 -0.174 -0.028
Br 2.207 2.614 4.691 -1.066 -0.275 3.780
C 3.078 1.041 5.443 -0.338 0.232 -0.097
C 2.846 0.937 6.929 0.150 -0.357 0.088
Br 3.971 2.183 7.921 -0.053 0.059 0.010
H 4.133 1.104 5.173 -0.126 -0.036 0.087
H 2.625 0.194 4.925 0.041 0.048 0.107
H 3.132 -0.052 7.294 0.002 0.106 -0.042
H 1.816 1.141 7.220 0.175 0.050 -0.140
Br -4.155 3.299 1.540 -0.001 -0.056 -0.041
C -3.778 1.702 2.594 -0.272 0.074 0.213
C -2.626 1.932 3.541 0.529 -0.210 -0.031
Br -0.916 1.878 2.607 -0.553 0.352 0.295
H -3.601 0.889 1.889 0.105 0.128 0.132
H -4.698 1.504 3.147 0.090 0.021 -0.063
H -2.571 1.130 4.280 -0.169 0.042 -0.079
H -2.677 2.892 4.057 -0.152 -0.135 -0.108
Br -5.156 4.902 -6.277 0.014 0.038 -0.056
C -3.365 5.485 -5.768 0.064 -0.252 0.108
C -3.410 6.426 -4.590 0.206 0.112 0.020
Br -3.981 8.211 -5.132 -0.086 -0.007 0.038
H -2.910 5.925 -6.655 -0.085 0.000 0.192
H -2.832 4.569 -5.507 -0.035 0.120 0.056
H -2.412 6.563 -4.169 -0.092 -0.120 -0.089
H -4.089 6.100 -3.803 0.097 -0.008 -0.187
Br 8.437 -2.784 9.133 -0.030 0.016 -0.082
C 7.848 -0.999 8.614 0.226 0.002 0.100
C 6.710 -0.524 9.482 -0.255 0.186 -0.110
Br 5.031 -1.369 8.972 0.149 -0.116 0.123
H 7.594 -1.044 7.554 -0.057 0.019 0.207
H 8.725 -0.362 8.745 -0.140 -0.035 0.015
H 6.542 0.546 9.345 0.030 -0.105 -0.065
H 6.861 -0.729 10.542 0.058 -0.038 -0.201
Br -7.024 2.702 -11.163 -0.111 -0.010 0.011
C -8.173 3.894 -10.134 0.157 0.129 -0.164
C -7.786 3.903 -8.675 -0.203 -0.021 0.178
Br -8.415 2.297 -7.767 0.107 0.052 -0.036
H -9.200 3.572 -10.306 0.176 0.015 0.118
H -8.027 4.881 -10.576 0.007 -0.091 0.115
H -8.270 4.732 -8.155 0.050 -0.058 -0.115
H -6.709 3.959 -8.515 -0.170 -0.023 -0.121
Br -0.097 -7.836 -3.152 -0.025 -0.005 0.089
C -1.843 -7.255 -2.509 -0.063 -0.181 -0.176
C -2.144 -5.841 -2.943 -0.068 0.202 0.238
Br -1.169 -4.546 -1.862 -0.093 0.033 -0.152
H -1.842 -7.382 -1.426 0.027 0.129 -0.168
H -2.555 -7.953 -2.952 0.065 0.114 0.022
H -3.198 -5.607 -2.785 0.106 -0.087 0.000
H -1.886 -5.645 -3.984 0.003 -0.115 0.170
```
Forces are in eV/Å.

Here are the Löwdin charges for atoms 1 to 99, given in e: 0.06 -0.35 0.02 0.14 -0.39 0.02 0.65 -0.38 -0.86 -0.32 0.61 -0.43 -0.43 -0.28 -0.19 -0.18 -0.13 0.16 0.11 -0.05 0.06 0.12 0.12 0.01 0.59 -0.69 -0.65 0.77 0.05 0.05 0.06 0.02 0.73 -0.70 -0.72 0.58 0.01 0.00 -0.01 0.04 0.75 -0.66 -0.67 0.67 0.05 0.06 0.05 0.06 0.66 -0.70 -0.67 0.68 0.00 0.01 0.06 0.05 0.62 -0.69 -0.69 0.60 0.05 0.05 0.06 0.05 0.60 -0.63 -0.70 0.58 0.05 0.07 -0.02 0.05 0.62 -0.68 -0.67 0.71 0.03 0.05 0.06 0.05 0.63 -0.70 -0.68 0.58 0.05 0.01 0.07 0.06 0.59 -0.69 -0.68 0.61 0.06 0.06 0.04 0.05 0.59 -0.70 -0.72

ORCA calculation (ωB97M-V with the def2-TZVPD basis set) on C21H13NO in the gas phase in a non-equilibrium geometry.

Calculated values
SMILES: c1ccc2c(c1)-c1cc3c(ccc4ccccc43)nc1[C@@H]1O[C@H]21
LUMO energy, eV: -0.206
2S+1: 1
Relative energy (zero: lowest compared OMol25 entry of this formula, charge and spin), eV: 0.745
Largest force on an atom, eV Å⁻¹: 7.1
Orbital gap, eV: 7.9
Total energy, eV: -25522.602

The geometry in XYZ format:
```
36
Properties=species:S:1:pos:R:3:forces:R:3
C 3.048 2.728 2.223 -0.911 -0.883 -2.679
C 3.804 2.033 3.157 -1.103 0.191 0.594
C 3.490 0.671 3.374 0.033 2.143 -2.158
C 2.573 0.054 2.490 1.084 -2.193 2.619
C 1.863 0.692 1.482 0.595 1.223 -0.499
C 2.129 2.062 1.318 3.352 -2.716 5.604
C 0.914 -0.065 0.630 -1.301 0.726 0.810
C 0.070 0.471 -0.354 0.115 -1.461 -1.222
C -0.949 -0.399 -1.028 3.879 -0.591 4.511
C -1.077 -1.750 -0.499 1.254 3.070 -2.058
C -1.896 -2.680 -1.133 -0.417 1.830 -0.386
C -2.742 -2.192 -2.066 0.105 -2.219 1.215
C -2.778 -0.864 -2.440 -0.277 1.552 -2.165
C -3.683 -0.376 -3.419 1.330 2.905 0.595
C -3.660 0.957 -3.849 -1.741 -2.713 -1.271
C -2.773 1.844 -3.294 1.431 -0.120 1.157
C -1.836 1.480 -2.350 -2.674 -4.713 -2.146
C -1.773 -0.005 -2.014 -1.857 5.346 -1.151
N -0.286 -2.128 0.448 1.275 -1.133 2.487
C 0.592 -1.354 1.071 -0.990 -3.626 0.181
C 1.183 -2.203 2.225 2.357 5.190 -0.585
O 1.095 -1.588 3.507 -0.789 -1.208 0.860
C 2.331 -1.405 2.916 -1.411 0.681 -3.017
H 3.238 3.752 1.916 0.154 0.058 0.632
H 4.485 2.619 3.796 -0.205 -0.666 -0.358
H 4.076 0.192 4.125 -0.136 -0.876 0.339
H 1.754 2.555 0.568 -2.214 2.855 -3.869
H 0.343 1.485 -0.739 -0.717 -0.979 0.337
H -1.841 -3.667 -0.804 -0.172 -1.505 0.335
H -3.409 -2.940 -2.387 -1.132 -0.294 -1.142
H -4.426 -0.974 -3.782 -1.720 -1.801 -0.997
H -4.357 1.231 -4.708 0.975 -0.138 1.467
H -2.816 2.828 -3.634 0.035 1.668 -0.329
H -1.216 2.204 -1.992 1.780 1.469 1.203
H 1.369 -3.238 2.111 -0.607 -0.926 0.058
H 3.163 -2.030 3.135 0.623 -0.146 1.027
```
Forces are in eV/Å.

What are the natural (NBO) partial charges on each atom? They are as follows, in elementary charge units: -0.21 -0.21 -0.20 -0.03 -0.05 -0.16 -0.10 -0.12 -0.08 0.17 -0.19 -0.17 -0.11 -0.15 -0.21 -0.22 -0.17 0.05 -0.42 0.22 0.05 -0.46 0.06 0.21 0.22 0.22 0.19 0.21 0.23 0.21 0.20 0.22 0.21 0.20 0.21 0.19